Record 1
Density functional theory data (wB97M-V/def2-TZVPD) for C20H27N3S2Zn as an isolated structure.

Atoms and positions in Å:
Zn 0.27860 0.00365 -1.37748
S -0.51480 -2.28767 -1.34696
S -0.55800 2.27965 -1.34781
C 1.04742 -3.25024 -1.26780
C -0.88327 -2.40019 -3.15697
C -0.32987 -1.25573 -3.99568
N -0.62135 -0.00518 -3.27002
C -0.35409 1.25061 -3.99603
C -0.92980 2.38435 -3.15766
H -1.98093 -2.39510 -3.20507
H -0.53599 -3.37028 -3.52548
H -0.81644 -1.22718 -4.98329
H 0.75419 -1.32927 -4.15122
H -0.83996 1.21239 -4.98367
H 0.72830 1.34533 -4.15170
H -2.02721 2.35763 -3.20534
H -0.60166 3.36096 -3.52656
C 0.98538 3.27230 -1.27072
H -1.61824 -0.01474 -3.03223
H 1.69496 2.96421 -2.04880
H 1.42668 3.11764 -0.28191
H 0.72435 4.33263 -1.38005
H 1.50666 -3.05496 -0.29463
H 1.73508 -2.95820 -2.07137
H 0.80235 -4.31781 -1.33554
C -4.55127 -0.04325 -0.07569
C -4.03377 -0.03836 1.16000
H -4.75403 -0.97972 -0.61318
H -4.77199 0.88917 -0.61314
H -3.80920 -0.96644 1.69527
H -3.82699 0.89376 1.69544
C 0.70335 -3.47775 2.72577
C -0.20615 -2.72541 1.95467
N -0.09412 -1.41157 1.77469
C 0.85120 -0.72963 2.42482
C 1.87546 -1.41973 3.17093
C 1.77112 -2.81794 3.30523
C 2.92151 -0.66041 3.76354
C 2.90677 0.71372 3.76291
C 1.84862 1.45220 3.17161
C 1.71718 2.84972 3.30691
C 0.63571 3.48769 2.72670
C -0.25843 2.71943 1.95517
N -0.12111 1.40724 1.77503
C 0.83757 0.74278 2.42511
H 0.54709 -4.54538 2.84644
H -1.03785 -3.21611 1.44688
H 2.52572 -3.34855 3.88385
H 3.72691 -1.20091 4.25629
H 3.70376 1.26983 4.25690
H 2.46105 3.39375 3.88508
H 0.45907 4.55313 2.84913
H -1.09953 3.19391 1.44760

Summary:
- 2S+1 = 1
- E_LUMO (eV) = -8.059
- largest force on an atom (eV/A) = 1.67
- DFT total energy (eV) = -95721.8020
- frontier orbital gap (eV) = 5.5
- relative energy (zero: lowest compared OMol25 entry of this formula, charge and spin) (kcal per mole) = 0.0
- net charge = +2

=====

Record 2
Density functional theory data (wB97M-V/def2-TZVPD) for one molecule with the formula C5H6O2.

Atoms and positions in Å:
C 1.69744 -0.61733 0.04868
C 1.60177 0.71978 -0.01146
O 0.32523 1.12856 -0.08164
C -0.43531 -0.08706 -0.04909
C -1.76742 0.01196 -0.69682
C -1.61339 -0.01878 0.84413
O 0.43128 -1.16080 -0.11176
H 2.47274 -1.32530 0.16963
H 2.42846 1.39672 0.16038
H -2.25238 -0.85755 -1.21604
H -2.00997 1.01218 -1.03062
H -1.73595 0.91941 1.36636
H -1.85344 -0.93903 1.28486

Summary:
- 2S+1 = 1
- E_LUMO (eV) = 1.141
- largest force on an atom (eV/A) = 2.73
- DFT total energy (eV) = -9374.5239
- frontier orbital gap (eV) = 8.9
- relative energy (zero: lowest compared OMol25 entry of this formula, charge and spin) (kcal per mole) = 59.3
- net charge = 0
- SMILES string = C1=COC2(CC2)O1

=====

Record 3
Density functional theory data (wB97M-V/def2-TZVPD) for one molecule with the formula C6H12.

Atoms and positions in Å:
C 1.41877 -1.30870 -0.06560
C 1.48202 0.14020 -0.47059
C 0.12962 0.65342 -0.87095
C -1.31839 0.51228 -1.24281
C -1.04186 0.00603 0.10676
C -1.14032 0.38897 1.56890
H 2.39206 -1.78682 -0.11309
H 1.00722 -1.39663 0.94461
H 0.72343 -1.80380 -0.74811
H 1.67091 0.78604 0.41312
H 2.31268 0.37611 -1.14561
H 0.31920 1.71151 -1.10888
H -1.63633 1.54070 -1.20028
H -1.76104 -0.11424 -2.00049
H -1.22542 -1.07641 0.04493
H -0.32101 1.07680 1.77974
H -0.92644 -0.50953 2.17686
H -2.08510 0.80409 1.93148

Summary:
- 2S+1 = 1
- E_LUMO (eV) = 1.108
- largest force on an atom (eV/A) = 1.67
- DFT total energy (eV) = -6413.1208
- frontier orbital gap (eV) = 9.2
- relative energy (zero: lowest compared OMol25 entry of this formula, charge and spin) (kcal per mole) = 88.1
- net charge = 0
- SMILES string = CC[C@H]1C[C@@H]1C